1.
Computed, not measured: a structure of composition C17H35AlBrO5, with wB97M-V/def2-TZVPD.

XYZ file:
```
59
Properties=species:S:1:pos:R:3:mulliken_charge:R:1
Br -0.8963 -0.2179 0.0445 -0.236
C -1.5465 -1.5249 -1.2866 -0.163
C -2.2741 -0.8767 -2.4423 -0.737
C -3.5453 -0.1348 -2.0515 -0.990
C -4.5369 -1.0016 -1.2456 0.608
C -5.9877 -0.5024 -1.4756 -0.677
O -6.5289 -1.1231 -2.6017 -0.506
Al -5.5919 -2.5890 -3.0005 0.498
O -4.4739 -2.3556 -1.6144 -0.716
H -2.2105 -2.1908 -0.7427 0.346
H -0.6519 -2.0484 -1.6073 0.089
H -2.5494 -1.7038 -3.1040 0.210
H -1.5948 -0.2205 -2.9947 0.410
H -3.2835 0.7472 -1.4577 0.378
H -4.0354 0.2266 -2.9612 0.404
H -4.2980 -0.9015 -0.1756 0.288
H -5.9658 0.5922 -1.6029 0.308
H -6.5924 -0.7090 -0.5785 0.252
H -6.3830 -4.0008 -2.9145 -0.391
H -4.8332 -2.4114 -4.4344 -0.304
C 1.6929 1.4788 2.2035 -0.202
C 2.8348 1.2267 3.1852 -0.275
C 3.8161 0.4531 2.3133 -0.486
O 3.6531 0.9493 0.9901 -0.443
C 2.4517 1.7341 0.9082 -0.132
H 1.0576 2.3183 2.4829 0.136
H 1.0707 0.5876 2.1057 0.179
H 3.2754 2.1739 3.5062 -0.081
H 2.5327 0.6681 4.0712 0.381
H 3.5912 -0.6199 2.3340 0.263
H 4.8581 0.5902 2.6117 0.284
H 2.7189 2.7896 0.8185 0.076
H 1.8932 1.4249 0.0248 0.244
C 1.0554 -6.1808 -3.0741 -0.525
C 1.1821 -5.9035 -1.5772 -0.592
C 1.1659 -4.3793 -1.5467 -0.351
O 0.3577 -3.9710 -2.6477 -0.375
C 0.0908 -5.0812 -3.5026 -0.471
H 0.6797 -7.1779 -3.3017 0.329
H 2.0222 -6.0546 -3.5668 0.255
H 0.3144 -6.3010 -1.0470 0.289
H 2.0824 -6.3223 -1.1284 0.334
H 2.1756 -3.9703 -1.6664 0.268
H 0.7374 -3.9711 -0.6297 0.276
H -0.9498 -5.3951 -3.3733 0.291
H 0.2264 -4.7618 -4.5366 0.254
C 3.1658 6.5243 3.6628 -0.573
C 1.7056 6.2268 4.0000 -0.540
C 1.2090 5.6259 2.6908 -0.393
O 2.3292 4.9542 2.1148 -0.318
C 3.5257 5.3225 2.7977 -0.348
H 3.8062 6.6159 4.5394 0.333
H 3.2403 7.4468 3.0832 0.250
H 1.6453 5.4896 4.8033 0.268
H 1.1380 7.1074 4.2983 0.346
H 0.8629 6.4057 2.0040 0.253
H 0.4021 4.9041 2.8239 0.248
H 3.8655 4.4834 3.4154 0.179
H 4.2973 5.5351 2.0565 0.298
```

- highest occupied orbital energy (eV) = -4.7
- net charge = -1
- total energy (eV) = -105075.993
- HOMO-LUMO gap (eV) = 6.908

---

2.
Computed, not measured: a cluster of 2 separate species, CH6NPS in total at a distorted geometry, with wB97M-V/def2-TZVPD.

XYZ file:
```
10
Properties=species:S:1:pos:R:3:mulliken_charge:R:1
C 0.2266 -0.7719 1.0794 -0.891
N -0.5197 1.3197 0.1616 -0.552
P 0.4574 -1.0858 -2.1635 -0.089
S -0.4093 -0.2858 -0.3709 0.057
H 0.4293 -1.7699 1.2273 0.314
H -0.5019 -0.3772 1.7812 0.340
H -0.4315 2.1236 -0.5646 0.283
H 0.3211 1.2518 0.7377 0.364
H 2.1843 -0.1771 -1.3889 0.002
H -1.7563 -0.2273 -0.4992 0.173
```

- highest occupied orbital energy (eV) = -8.0
- energy relative to the best compared isomer or geometry (same formula, charge and spin) (kJ/mol) = 724.6
- total energy (eV) = -22741.269
- HOMO-LUMO gap (eV) = 7.612